Molecular formula: C48H84AlN16O
Method: DFT, the ωB97M-V functional and the def2-TZVPD basis

Computed properties:
Total charge ... -1
Electronic energy ... -83618.16298 eV
HOMO-LUMO gap ... 6.0 eV
HOMO level ... -4.721 eV
E_LUMO ... 1.2 eV

Structure (XYZ):
```
150
Properties=species:S:1:pos:R:3:mulliken_charge:R:1
Al -7.017 0.698 -0.840 0.039
O -9.036 4.151 -1.664 -0.574
N 7.416 -1.613 -0.659 -0.570
N 5.914 4.975 -4.723 -0.408
N 6.419 -6.244 1.408 -0.493
N -0.875 3.114 -2.986 -0.494
N 1.965 1.687 2.900 -0.360
N -5.604 0.925 4.045 -0.436
N -10.827 -0.555 5.755 -0.405
N -4.835 -5.977 3.678 -0.374
N -4.257 -6.008 -0.672 -0.547
N -1.683 -0.799 6.294 -0.441
N 0.580 5.922 1.649 -0.489
N 9.729 -1.692 -6.079 -0.377
N -2.613 3.847 5.775 -0.414
N 2.504 -4.740 -2.721 -0.519
N -0.833 -5.377 -4.109 -0.516
N 0.058 -0.452 -4.516 -0.560
C 1.901 -4.200 -3.559 0.411
C -7.681 2.561 -0.273 -0.769
C -1.017 4.104 2.747 -0.287
C 6.177 3.621 -1.629 -0.274
C -3.043 1.161 3.396 0.950
C -4.479 1.030 3.775 0.106
C 6.263 -4.009 -0.854 -0.656
C 3.485 3.855 3.096 -0.701
C 6.014 4.246 -0.177 -0.437
C -5.450 -4.028 0.631 -0.708
C -4.180 -0.495 -0.922 -0.327
C 1.131 -3.509 -4.632 -0.681
C -1.686 -0.775 -0.018 -0.145
C 0.685 -0.487 -1.190 0.263
C 0.730 0.507 -4.447 0.599
C -0.501 -1.467 -0.822 -0.869
C 1.581 1.727 -4.380 -0.418
C 0.862 -0.552 5.586 -0.590
C -8.258 -0.310 5.133 -0.578
C -2.314 4.331 -4.853 -0.871
C -9.703 -0.448 5.482 0.216
C -4.781 -5.135 -0.107 0.512
C -4.572 -7.043 3.293 0.318
C -1.054 -6.301 -1.635 -0.688
C -2.685 0.063 -0.945 -0.236
C 2.632 2.635 2.986 0.365
C 9.624 -2.110 -5.000 0.255
C 6.915 -2.671 -0.755 0.460
C -1.503 3.648 -3.805 0.500
C -0.933 -5.787 -3.027 0.394
C 4.261 0.171 -0.810 -0.497
C -7.673 3.686 -1.411 0.294
C -0.567 -0.691 5.987 0.365
C 6.119 -5.396 2.168 0.461
C 7.050 5.060 -4.946 0.371
C 5.737 -4.336 3.145 -0.741
C -0.119 5.126 2.129 0.051
C 9.491 -2.644 -3.614 -0.429
C 5.407 2.252 -1.866 -0.363
C 5.479 1.214 -0.666 -0.360
C 1.750 -0.284 -0.037 -0.415
C -4.235 -8.410 2.803 -0.692
C -5.153 0.355 0.015 -0.301
C 2.837 0.810 -0.515 0.575
C -7.042 3.255 -2.799 -1.077
C -3.003 3.140 6.610 0.391
C -3.508 2.233 7.680 -0.755
C 8.509 5.170 -5.232 -0.754
H -2.302 -1.615 0.430 0.342
H -7.642 -0.628 5.975 0.275
H 6.268 -3.412 2.913 0.262
H 2.929 1.650 0.249 -0.195
H 2.305 -1.249 0.190 0.261
H 8.767 6.207 -5.446 0.272
H 8.765 4.552 -6.094 0.272
H -0.085 -6.252 -1.137 0.299
H -4.607 -0.444 -1.976 0.282
H 5.397 1.665 0.363 0.292
H -4.807 -3.684 1.441 0.229
H -2.819 2.199 3.149 -0.266
H -7.035 2.962 0.584 0.274
H 1.002 2.559 -3.976 0.189
H -4.229 -1.575 -0.595 -0.318
H 3.857 4.138 2.111 0.072
H 9.082 4.831 -4.368 0.259
H -2.816 1.402 7.816 0.218
H -8.738 2.527 0.142 0.340
H -4.713 1.344 0.365 0.322
H 10.461 -2.628 -3.117 0.268
H -2.317 0.158 -2.018 0.224
H 1.287 0.072 0.938 0.016
H -4.486 1.842 7.399 0.230
H -0.473 3.544 3.507 0.221
H 2.902 4.681 3.506 0.339
H 1.509 -0.861 6.408 0.336
H -2.409 0.846 4.225 -0.034
H 5.927 1.747 -2.748 0.293
H 1.227 -0.944 -2.084 0.112
H -6.393 -4.380 1.050 0.368
H 4.251 -0.180 -1.896 0.127
H 1.814 -3.151 -5.404 0.327
H 0.319 0.531 -1.543 -0.040
H 5.191 -3.914 -0.680 0.302
H 2.442 1.546 -3.735 -0.145
H -6.064 2.705 -2.725 0.201
H -2.833 0.534 2.528 -0.347
H 7.273 3.570 -1.939 0.302
H 4.332 3.655 3.753 0.347
H -3.565 -8.901 3.510 0.277
H 8.785 -2.041 -3.042 0.025
H -5.145 -9.001 2.703 0.255
H 5.813 5.363 -0.274 0.375
H 2.427 1.212 -1.498 -0.300
H -3.033 3.630 -5.277 0.274
H -9.124 5.025 -1.258 0.311
H 1.076 0.487 5.333 0.100
H -7.087 4.592 -1.052 0.229
H -5.318 -0.262 0.966 0.078
H 1.934 1.988 -5.379 0.402
H -1.661 4.697 -5.645 0.301
H -0.072 -2.265 -0.123 0.331
H -8.025 -0.930 4.268 0.249
H -3.598 2.782 8.618 0.341
H 0.592 -2.659 -4.213 0.132
H -2.730 1.118 -0.512 0.106
H -1.772 -5.698 -1.081 0.091
H 4.664 -4.155 3.092 0.256
H 4.338 2.417 -2.225 -0.019
H 9.126 -3.672 -3.649 0.234
H -1.873 4.596 3.210 0.419
H -1.297 -0.142 0.842 -0.233
H -2.851 5.172 -4.414 0.293
H -7.823 2.705 -3.409 0.246
H 0.413 -4.198 -5.080 0.479
H 6.425 -4.427 -1.848 0.321
H -1.395 -7.336 -1.651 0.307
H -0.870 -2.032 -1.739 0.189
H 6.423 0.570 -0.776 0.171
H -7.999 -0.370 -0.117 -0.340
H 5.716 4.371 -2.351 0.136
H 5.187 3.784 0.431 -0.364
H -8.030 0.728 4.897 0.256
H -5.648 -3.195 -0.045 0.218
H -7.029 0.444 -2.413 -0.341
H -6.816 4.223 -3.368 0.305
H 1.065 -1.179 4.717 0.234
H 5.997 -4.654 4.155 0.310
H -1.373 3.413 1.982 0.104
H 7.000 4.165 0.387 0.251
H 4.483 -0.732 -0.172 0.253
H -3.744 -8.343 1.832 0.219
H 6.678 -4.681 -0.104 0.090
```